(1)
A 11-piece molecular cluster, C37H66O19 overall. Source: OMol25; level of theory: ωB97M-V/def2-TZVPD.

Output
SMILES string = C[C@H]1COC(=O)O1.C[C@H]1COC(=O)O1.C[C@H]1COC(=O)O1.C[C@H]1COC(=O)O1.CC(C)=O.CC(C)=O.CC(C)=O.CC(C)=O.CC(C)=O.CC(C)=O.CC(C)=O

Geometry (Å):
C 0.16 -2.97 -7.50
C 0.41 -4.46 -7.09
C 1.41 -5.23 -7.90
O 2.24 -5.94 -6.99
C 2.06 -5.43 -5.80
O 2.57 -5.76 -4.75
O 0.98 -4.53 -5.84
H -0.61 -2.51 -6.88
H -0.06 -2.94 -8.57
H 1.04 -2.34 -7.32
H -0.51 -5.06 -7.12
H 1.90 -4.53 -8.59
H 0.92 -5.92 -8.59
C -5.49 -2.73 6.57
C -5.13 -3.64 7.71
C -4.17 -4.80 7.37
O -3.40 -4.90 8.52
C -3.38 -3.72 9.14
O -2.53 -3.34 9.98
O -4.26 -2.92 8.60
H -6.24 -3.26 5.98
H -4.57 -2.62 6.01
H -5.75 -1.70 6.82
H -6.01 -3.89 8.30
H -3.51 -4.60 6.53
H -4.66 -5.75 7.17
C -6.47 4.76 5.10
C -7.59 5.87 5.09
C -7.70 6.71 6.37
O -7.91 8.06 5.93
C -7.60 8.13 4.58
O -7.64 9.12 3.87
O -7.20 6.90 4.21
H -6.78 4.05 5.87
H -5.45 5.12 5.27
H -6.59 4.25 4.14
H -8.58 5.52 4.78
H -6.79 6.60 6.96
H -8.51 6.33 6.98
C 1.73 -1.48 -0.66
C 1.34 -0.04 -0.33
C 0.57 0.66 -1.42
O -0.74 0.72 -0.88
C -0.82 0.26 0.34
O -1.91 0.21 0.92
O 0.41 0.01 0.77
H 2.57 -1.55 -1.35
H 0.92 -2.07 -1.10
H 1.96 -2.10 0.20
H 2.32 0.41 -0.16
H 0.59 0.15 -2.38
H 0.93 1.67 -1.62
C 6.75 1.22 -3.78
C 5.77 0.71 -4.88
C 5.98 -0.65 -5.48
O 4.76 1.44 -5.04
H 6.18 1.95 -3.20
H 7.69 1.61 -4.17
H 6.94 0.32 -3.20
H 6.64 -0.58 -6.34
H 5.11 -1.21 -5.83
H 6.53 -1.24 -4.75
C 8.98 2.05 2.72
C 7.74 1.38 3.32
C 7.94 0.68 4.65
O 6.69 1.41 2.69
H 9.62 1.27 2.29
H 9.45 2.69 3.46
H 8.76 2.78 1.95
H 6.97 0.60 5.14
H 8.67 1.24 5.23
H 8.46 -0.27 4.49
C -2.73 4.38 -4.79
C -1.86 5.15 -5.74
C -0.46 4.70 -6.13
O -2.41 6.13 -6.21
H -3.79 4.29 -5.02
H -2.62 4.82 -3.80
H -2.38 3.35 -4.72
H -0.45 3.61 -6.07
H 0.25 5.17 -5.46
H -0.18 5.03 -7.13
C -8.18 -0.24 0.15
C -8.46 0.72 -1.06
C -7.85 2.11 -1.06
O -9.03 0.35 -2.03
H -8.74 -1.15 -0.04
H -8.44 0.13 1.14
H -7.11 -0.44 0.17
H -7.69 2.57 -2.03
H -6.89 2.14 -0.54
H -8.41 2.70 -0.32
C 4.55 7.34 -2.23
C 4.09 6.49 -1.05
C 5.09 6.17 0.02
O 2.98 6.03 -1.00
H 5.09 8.19 -1.81
H 3.72 7.74 -2.81
H 5.13 6.68 -2.87
H 6.02 5.89 -0.47
H 4.72 5.37 0.67
H 5.28 7.08 0.59
C -1.77 -6.54 -1.18
C -2.69 -6.44 0.04
C -3.02 -5.08 0.62
O -3.30 -7.46 0.47
H -2.32 -7.07 -1.95
H -0.86 -7.08 -0.95
H -1.61 -5.57 -1.65
H -3.90 -4.70 0.09
H -2.16 -4.43 0.49
H -3.25 -5.09 1.68
C 5.50 -6.40 2.01
C 6.35 -5.22 2.26
C 6.75 -4.27 1.17
O 6.66 -5.00 3.50
H 4.99 -6.78 2.90
H 6.09 -7.24 1.63
H 4.66 -6.19 1.35
H 6.51 -3.24 1.45
H 6.22 -4.53 0.25
H 7.81 -4.35 0.94

Atom charges from the Löwdin analysis, given in e for atoms 1 to 99: C 0.00; C -0.36; C -0.11; O 0.11; C -0.51; O 0.15; O 0.06; H 0.08; H 0.08; H 0.08; H 0.15; H 0.13; H 0.14; C -0.02; C -0.30; C -0.10; O 0.08; C -0.55; O 0.09; O 0.09; H 0.09; H 0.09; H 0.09; H 0.16; H 0.14; H 0.14; C 0.00; C -0.30; C -0.11; O 0.05; C -0.49; O 0.14; O 0.06; H 0.08; H 0.09; H 0.08; H 0.15; H 0.13; H 0.13; C -0.03; C -0.29; C -0.09; O 0.08; C -0.57; O 0.10; O 0.11; H 0.09; H 0.08; H 0.09; H 0.15; H 0.14; H 0.14; C -0.02; C -0.43; C -0.03; O 0.01; H 0.08; H 0.08; H 0.07; H 0.09; H 0.08; H 0.07; C -0.03; C -0.48; C -0.02; O 0.05; H 0.09; H 0.07; H 0.07; H 0.09; H 0.08; H 0.09; C -0.03; C -0.49; C -0.01; O 0.05; H 0.09; H 0.09; H 0.07; H 0.07; H 0.09; H 0.08; C -0.02; C -0.49; C -0.03; O 0.08; H 0.07; H 0.07; H 0.08; H 0.08; H 0.07; H 0.08; C -0.02; C -0.52; C -0.03; O 0.07; H 0.08; H 0.08; H 0.09

---

(2)
A 5-piece molecular cluster, C37H67F5I2N2O16PS4 overall. Source: OMol25; level of theory: ωB97M-V/def2-TZVPD.

Output
Charge = +1

Geometry (Å):
C 1.74 3.32 3.33
C 0.91 2.37 3.78
N 1.08 0.96 3.34
C 0.09 0.65 2.20
C -0.65 1.79 1.51
C -1.68 1.13 0.51
C -1.02 0.19 -0.54
C -0.31 0.98 -1.72
C -0.40 0.12 -3.03
C -0.96 0.93 -4.26
O 0.12 1.19 -5.16
C 0.43 0.04 -5.95
O -0.65 -0.40 2.76
C -0.51 -0.61 4.19
C -0.91 -2.04 4.60
I 0.20 -3.23 6.02
C -2.03 -2.62 4.11
C -3.00 -1.93 3.14
I -2.64 -4.62 4.65
C -1.62 0.29 4.91
C -1.81 0.05 6.27
C -2.81 0.77 6.97
C -3.51 1.69 6.16
C -3.18 1.80 4.81
N -2.26 1.13 4.09
C 1.00 -0.12 4.36
C 1.99 -1.19 3.74
C 3.45 -1.19 4.29
C 4.28 0.10 3.91
C 5.54 0.27 4.82
F 6.39 1.20 4.36
F 5.05 0.76 6.02
C 6.28 -1.07 5.15
F 5.80 -1.66 6.25
F 7.56 -0.74 5.47
F 6.37 -1.91 4.12
P 1.67 0.53 6.01
O 1.88 -0.67 7.14
O 0.66 1.66 6.70
H 2.24 4.02 4.03
H 2.00 3.44 2.26
H 0.11 2.65 4.48
H 1.96 1.03 2.83
H 0.77 0.23 1.43
H -0.01 2.45 0.90
H -1.30 2.39 2.19
H -2.44 0.59 1.11
H -2.22 1.91 -0.06
H -0.37 -0.61 -0.12
H -1.86 -0.36 -1.04
H -0.97 1.86 -1.88
H 0.71 1.26 -1.43
H -1.03 -0.78 -2.94
H 0.63 -0.25 -3.24
H -1.38 1.91 -3.94
H -1.78 0.36 -4.76
H 0.72 -0.84 -5.34
H 1.32 0.32 -6.54
H -0.42 -0.19 -6.63
H -2.56 -1.77 2.14
H -3.38 -0.96 3.50
H -3.89 -2.57 2.97
H -1.20 -0.68 6.81
H -2.98 0.60 8.04
H -4.31 2.30 6.58
H -3.74 2.56 4.23
H 2.09 -1.08 2.64
H 1.62 -2.23 3.87
H 3.97 -2.01 3.74
H 3.55 -1.46 5.36
H 4.66 0.02 2.88
H 3.70 1.03 4.08
H 2.76 -0.54 7.51
H 0.84 1.69 7.66
O 3.96 5.82 -0.59
S 3.98 6.07 0.82
O 2.78 6.32 1.55
O 5.03 7.23 1.13
C 4.89 8.48 0.44
C 3.76 9.32 1.01
C 4.87 4.76 1.61
H 4.75 8.32 -0.63
H 5.83 9.01 0.56
H 2.79 8.86 0.83
H 3.75 10.31 0.56
H 3.87 9.43 2.09
H 5.80 4.59 1.08
H 4.24 3.87 1.57
H 5.05 5.04 2.65
O 1.81 1.90 -8.89
S 0.56 2.59 -8.72
O -0.70 1.91 -8.89
O 0.56 3.90 -9.64
C 0.84 3.75 -11.04
C -0.36 3.20 -11.80
C 0.56 3.40 -7.16
H 1.72 3.13 -11.19
H 1.07 4.75 -11.42
H -0.57 2.17 -11.50
H -0.17 3.21 -12.87
H -1.25 3.79 -11.59
H 1.49 3.95 -7.05
H 0.47 2.62 -6.40
H -0.30 4.07 -7.12
O -5.73 -6.39 5.23
S -6.60 -7.30 5.92
O -7.18 -6.96 7.19
O -5.88 -8.72 6.05
C -4.57 -8.77 6.64
C -4.64 -8.65 8.16
C -7.89 -7.81 4.83
H -3.93 -8.00 6.21
H -4.15 -9.74 6.38
H -4.98 -7.66 8.46
H -3.65 -8.81 8.59
H -5.34 -9.38 8.57
H -7.45 -8.10 3.88
H -8.56 -6.96 4.69
H -8.43 -8.64 5.28
O 0.75 -4.61 -9.35
S -0.32 -4.31 -10.25
O -0.07 -3.71 -11.53
O -1.41 -3.44 -9.47
C -0.98 -2.23 -8.82
C -0.75 -1.10 -9.80
C -1.30 -5.75 -10.48
H -0.09 -2.42 -8.22
H -1.78 -1.95 -8.13
H 0.10 -1.31 -10.45
H -0.55 -0.17 -9.28
H -1.63 -0.96 -10.44
H -1.53 -6.19 -9.51
H -0.73 -6.45 -11.08
H -2.22 -5.47 -11.00

Atom charges from the Löwdin analysis, given in e for atoms 1 to 99: C 0.08; C -0.14; N 0.00; C -0.25; C -0.11; C -0.17; C -0.20; C -0.17; C -0.16; C -0.19; O -0.25; C -0.09; O -0.05; C -0.31; C -0.63; I 0.95; C -0.73; C -0.13; I 0.88; C -0.24; C -0.04; C 0.00; C -0.04; C -0.13; N 0.14; C -0.35; C -0.14; C -0.19; C -0.08; C -0.41; F 0.13; F 0.07; C -0.53; F 0.17; F 0.15; F 0.18; P 0.95; O -0.33; O -0.26; H 0.10; H 0.08; H 0.13; H 0.15; H 0.15; H 0.13; H 0.11; H 0.10; H 0.12; H 0.11; H 0.11; H 0.10; H 0.11; H 0.11; H 0.11; H 0.12; H 0.13; H 0.09; H 0.10; H 0.09; H 0.09; H 0.08; H 0.06; H 0.09; H 0.12; H 0.11; H 0.12; H 0.14; H 0.06; H 0.13; H 0.09; H 0.14; H 0.09; H 0.07; H 0.08; O -0.27; S 0.57; O -0.29; O -0.26; C -0.25; C -0.07; C -0.12; H 0.12; H 0.12; H 0.07; H 0.08; H 0.09; H 0.08; H 0.05; H 0.08; O -0.27; S 0.58; O -0.29; O -0.26; C -0.25; C -0.07; C -0.11; H 0.12; H 0.12; H 0.07

---

Taking the records one at a time from the top gives HOMO values of -0.3461; -0.4045 hartree.
Taking the records one at a time from the top gives LUMO energy values of -0.2; -3.2 eV.